{
  "formula": "C24H52O3P2Pd",
  "method": "ωB97M-V/def2-TZVPD",
  "species": ["Pd", "C", "O", "C", "O", "P", "C", "H", "C", "H", "C", "H", "C", "P", "H", "H", "C", "H", "C", "H", "H", "H", "C", "H", "H", "H", "C", "H", "H", "H", "C", "H", "H", "H", "C", "H", "H", "H", "C", "H", "H", "H", "C", "H", "H", "H", "C", "H", "C", "H", "H", "C", "H", "H", "H", "C", "H", "H", "H", "C", "H", "H", "H", "C", "H", "H", "H", "H", "H", "C", "C", "C", "O", "C", "H", "H", "H", "H", "H", "H", "H", "H"],
  "positions_angstrom": [[0.025611, -0.221775, -0.987057], [1.967351, -0.219940, -0.761673], [3.107068, -0.238662, -0.617983], [-0.941300, 0.294301, 0.637341], [-1.666237, 0.577084, 1.490849], [0.067172, 2.209365, -1.348782], [-0.141182, 2.362454, -3.167650], [-0.198394, 3.447677, -3.353783], [-1.251090, 3.312911, -0.673603], [-2.131195, 2.647290, -0.661028], [1.694269, 3.020741, -1.057778], [2.400239, 2.354864, -1.580221], [1.398649, -3.228984, 0.667217], [-0.159236, -2.515308, -0.060456], [-0.568547, -4.523667, -1.239244], [2.146974, -3.074903, -0.124590], [-1.519587, -3.267548, 0.974226], [-1.293563, -4.346390, 0.916596], [-0.990347, 3.738295, 0.779699], [-1.959937, 3.956361, 1.256540], [-0.396614, 4.665804, 0.825616], [-0.495114, 2.970027, 1.394462], [-1.607600, 4.548782, -1.511241], [-0.771002, 5.255187, -1.569039], [-2.439639, 5.065053, -1.012074], [-1.936322, 4.299896, -2.523189], [1.814109, 4.411715, -1.688738], [1.486482, 4.448972, -2.735034], [2.878064, 4.691631, -1.678513], [1.273206, 5.174411, -1.112020], [2.093072, 3.042633, 0.419886], [3.190971, 3.008265, 0.484350], [1.706107, 2.195454, 1.001030], [1.771344, 3.968382, 0.918262], [1.093893, 1.831495, -3.915376], [1.807587, 2.643628, -4.131598], [0.796164, 1.391721, -4.877447], [1.641985, 1.060975, -3.356323], [-1.470524, 1.731009, -3.601322], [-1.567021, 0.691884, -3.255922], [-1.537577, 1.730303, -4.699001], [-2.331556, 2.289771, -3.211915], [1.324498, -4.734849, 0.950932], [1.008094, -5.322687, 0.082012], [0.662050, -4.969395, 1.793451], [2.330380, -5.084943, 1.230812], [1.916942, -2.471983, 1.895025], [1.254581, -2.585971, 2.764189], [-1.516263, -3.072137, -2.489275], [2.065103, -1.399301, 1.702092], [2.899283, -2.893365, 2.170819], [0.998618, -3.570872, -2.370927], [-1.850996, -2.041195, -2.306140], [-1.250307, -3.156179, -3.551266], [-2.380359, -3.738977, -2.321872], [-0.332231, -3.511221, -1.610399], [0.804702, -3.855792, -3.413956], [1.660393, -4.330569, -1.936819], [1.532222, -2.609062, -2.381784], [-2.929626, -3.024025, 0.436511], [-3.092165, -1.970342, 0.182819], [-3.643259, -3.285155, 1.228694], [-3.166411, -3.642385, -0.432638], [-1.477192, -2.857447, 2.453230], [-1.531692, -1.763488, 2.561485], [-0.604078, -3.238392, 2.998097], [-2.370096, -3.272260, 2.947624], [0.620417, -0.715723, -2.596515], [-0.226029, -0.745007, -2.670744], [0.753322, 2.239760, 5.390693], [0.496763, 0.712383, 5.397906], [0.592041, 0.291523, 3.926229], [0.639916, 1.454998, 3.088799], [0.646414, 2.635443, 3.912579], [0.033789, 2.779592, 6.015083], [1.762620, 2.452497, 5.763233], [-0.518828, 0.541089, 5.771334], [1.187276, 0.139830, 6.025388], [1.484539, -0.314957, 3.709816], [-0.282227, -0.309529, 3.632418], [-0.289861, 3.176327, 3.713984], [1.476223, 3.287404, 3.605008]],
  "forces_ev_per_angstrom": [[-0.418, -0.401, -1.493], [5.716, -0.089, 1.134], [-4.018, 0.093, -0.608], [-3.785, 1.756, 5.774], [2.463, -1.021, -3.176], [0.092, 4.903, -1.709], [-0.067, -0.916, -0.544], [-0.075, -0.217, 0.401], [-0.562, -0.869, 1.007], [-0.032, 0.199, -0.082], [0.524, -0.983, 0.474], [-0.122, 0.179, 0.010], [0.839, 1.098, 0.016], [-0.311, -5.089, 0.998], [0.144, 0.333, 0.245], [-0.160, -0.064, 0.060], [-0.574, 0.755, 0.812], [0.238, 0.292, -0.213], [-0.186, 0.174, 0.501], [0.328, 0.000, -0.181], [-0.150, -0.408, -0.050], [-0.126, 0.271, -0.299], [0.117, 0.266, -0.502], [-0.263, -0.207, -0.007], [0.179, -0.222, -0.048], [-0.004, 0.125, 0.202], [-0.155, 0.499, -0.305], [0.141, 0.061, 0.336], [-0.218, -0.145, 0.066], [0.159, -0.281, -0.172], [0.624, 0.175, 0.387], [-0.309, 0.072, 0.061], [0.073, 0.043, -0.151], [0.053, -0.323, -0.222], [0.169, 0.058, -0.351], [-0.230, -0.398, 0.105], [0.110, 0.141, 0.254], [0.025, 0.071, -0.194], [-0.148, 0.214, -0.205], [-0.086, 0.026, -0.178], [-0.046, -0.044, 0.338], [0.158, -0.215, -0.118], [-0.366, -0.496, 0.023], [0.075, 0.104, 0.194], [0.140, 0.097, -0.180], [-0.229, 0.238, -0.133], [0.204, -0.065, 0.370], [0.264, 0.012, -0.282], [-0.416, -0.360, -0.328], [-0.009, -0.151, 0.022], [-0.376, 0.229, -0.072], [0.091, -0.344, -0.147], [-0.148, -0.086, -0.030], [-0.101, 0.056, 0.271], [0.334, 0.522, -0.205], [0.161, 0.522, -0.869], [0.143, 0.055, 0.283], [-0.030, 0.292, -0.198], [0.019, -0.264, -0.109], [-0.201, -0.086, -0.186], [-0.125, -0.093, 0.013], [0.112, 0.066, -0.293], [0.012, 0.212, 0.183], [0.057, -0.059, 0.288], [-0.058, -0.280, 0.065], [-0.261, 0.126, -0.206], [0.356, 0.159, -0.123], [-1.113, -0.236, -0.829], [1.220, -0.246, -0.799], [0.507, -0.427, -0.171], [-0.512, 0.269, -0.115], [-0.223, -0.006, 1.201], [-0.024, 0.238, 1.183], [0.381, -0.257, 1.281], [0.184, -0.081, -0.211], [-0.233, 0.143, -0.111], [0.203, -0.230, -0.116], [-0.085, 0.250, -0.156], [0.085, 0.161, -0.347], [0.159, 0.086, -0.462], [-0.182, 0.045, -0.480], [-0.121, -0.025, -0.594]],
  "spin_multiplicity": 5,
  "charge": 4,
  "homo_lumo_gap_ha": [0.2630, 0.1883],
  "e_lumo_ev": [-12.91, -16.92],
  "s2": 6.01
}